[1]
29
Properties=species:S:1:pos:R:3 method="wB97M-V/def2-TZVPD" homo_lumo_gap_ev=8.2 max_force_ev_per_a=4.4 e_homo_ev=-7.6 molar_mass_g_mol=179.3 total_energy_ev=-20009.8017 lumo_energy_ev=0.6 total_charge=0
C 4.34 0.38 0.21
C 3.76 -0.88 0.13
C 3.63 1.57 0.41
C 2.38 -0.88 0.05
C 2.27 1.47 0.34
C 1.63 0.23 0.14
C -2.61 -2.41 0.39
C -2.27 2.22 0.96
C -1.24 -0.45 -2.21
C -1.58 -1.31 0.81
N -1.89 1.60 -0.27
Si -1.19 0.07 -0.42
H 5.42 0.38 0.05
H 4.19 -1.85 -0.14
H 4.25 2.46 0.58
H 1.69 -1.77 -0.19
H 1.86 2.47 0.09
H -2.59 -2.87 -0.62
H -2.45 -3.14 1.35
H -3.66 -2.05 0.48
H -1.75 3.15 1.14
H -3.44 2.61 0.93
H -2.18 1.49 1.90
H -0.88 0.49 -2.85
H -0.45 -1.28 -2.41
H -2.23 -0.90 -2.65
H -0.65 -1.69 1.02
H -1.86 -0.89 1.77
H -2.51 1.83 -1.00



[2]
22
Properties=species:S:1:pos:R:3 method="wB97M-V/def2-TZVPD" homo_lumo_gap_ev=4.8 max_force_ev_per_a=5.4 e_homo_ev=-2.5 molar_mass_g_mol=120.2 total_energy_ev=-10990.1406 lumo_energy_ev=2.2 total_charge=-1
C 2.18 -0.23 -1.52
C 1.71 0.28 -0.15
C 0.11 0.41 -0.25
C 0.01 1.14 1.47
C -0.68 0.00 0.97
O -2.18 0.10 0.89
N 2.43 -0.54 0.78
H 1.66 0.27 -2.35
H 3.28 -0.05 -1.59
H 2.00 -1.33 -1.54
H 1.98 1.31 -0.06
H -0.07 1.41 -0.69
H -0.21 -0.31 -1.01
H -0.58 2.06 1.49
H 0.84 1.01 2.25
H -1.18 -2.15 -0.60
H -0.34 -0.98 1.35
H 1.80 -1.27 1.12
H -1.72 -2.16 -0.14
H -2.46 -0.19 -0.19
H -3.52 -0.42 -1.79
O -2.63 -0.49 -1.50



[3]
96
Properties=species:S:1:pos:R:3 method="wB97M-V/def2-TZVPD" homo_lumo_gap_ev=6.2 max_force_ev_per_a=1.4 e_homo_ev=-5.1 molar_mass_g_mol=754.2 total_energy_ev=-125150.2169 lumo_energy_ev=1.1 total_charge=-1
O -3.01 -4.72 5.13
C -3.68 -3.67 5.25
O -4.84 -3.58 5.70
C -3.09 -2.27 4.84
O -3.84 -1.35 4.66
O -1.76 -2.00 4.72
C -1.01 -3.00 3.99
C -1.64 -3.37 2.65
C -2.14 -2.20 1.82
C -1.08 -1.39 1.09
C -1.51 -0.29 0.32
C -0.62 0.52 -0.37
C 0.75 0.24 -0.31
C 1.18 -0.84 0.45
C 0.29 -1.65 1.15
H 0.00 -2.61 3.84
H -0.92 -3.89 4.59
H -2.44 -4.08 2.84
H -0.89 -3.92 2.08
H -2.74 -1.51 2.40
H -2.81 -2.61 1.07
H -2.57 -0.09 0.28
H -1.01 1.35 -0.95
H 1.44 0.88 -0.84
H 2.25 -1.01 0.46
H 0.66 -2.47 1.74
C -6.32 0.08 2.43
S -6.09 -1.39 1.43
O -4.74 -1.28 0.82
C -7.28 -0.94 0.16
H -5.63 0.04 3.26
H -6.13 0.97 1.82
H -7.35 0.09 2.80
H -7.01 0.02 -0.28
H -8.28 -0.88 0.60
H -7.27 -1.71 -0.61
C 4.03 3.84 -2.58
S 2.23 3.86 -2.65
O 1.77 2.49 -2.34
C 2.13 4.07 -4.44
H 4.32 3.68 -1.54
H 4.41 3.03 -3.20
H 4.42 4.80 -2.92
H 2.65 3.26 -4.94
H 2.58 5.03 -4.70
H 1.08 4.07 -4.72
C 2.34 1.78 -9.36
S 2.51 1.05 -7.72
O 2.27 2.13 -6.73
C 4.28 0.78 -7.78
H 1.29 2.05 -9.49
H 2.96 2.68 -9.43
H 2.63 1.05 -10.11
H 4.79 1.72 -7.95
H 4.51 0.07 -8.58
H 4.58 0.34 -6.83
C -0.75 -2.08 10.27
S -0.43 -3.56 9.30
O 1.02 -3.54 8.95
C -1.35 -3.04 7.86
H -0.22 -2.18 11.22
H -0.38 -1.21 9.73
H -1.82 -1.99 10.45
H -0.95 -2.10 7.49
H -2.40 -2.93 8.13
H -1.26 -3.80 7.09
C 6.95 4.50 -10.45
S 6.11 3.98 -8.95
O 4.77 3.47 -9.35
C 5.87 5.62 -8.27
H 7.15 3.62 -11.04
H 6.31 5.19 -11.00
H 7.89 4.99 -10.18
H 5.29 6.22 -8.97
H 6.84 6.07 -8.07
H 5.31 5.51 -7.34
C 4.65 -1.12 -2.68
S 4.99 -1.84 -1.06
O 4.83 -0.75 -0.07
C 6.76 -2.05 -1.31
H 3.59 -0.87 -2.71
H 5.25 -0.22 -2.80
H 4.89 -1.85 -3.45
H 7.22 -1.09 -1.54
H 6.93 -2.75 -2.13
H 7.18 -2.45 -0.39
C -5.78 -0.24 6.93
S -7.16 -0.21 5.80
O -7.61 1.21 5.68
C -8.32 -1.04 6.88
H -4.95 0.27 6.46
H -6.07 0.27 7.85
H -5.50 -1.28 7.12
H -8.42 -0.47 7.81
H -7.96 -2.05 7.09
H -9.28 -1.09 6.37



[4]
113
Properties=species:S:1:pos:R:3 method="wB97M-V/def2-TZVPD" homo_lumo_gap_ev=8.6 max_force_ev_per_a=1.3 e_homo_ev=-9.1 molar_mass_g_mol=640.9 total_energy_ev=-73219.0111 lumo_energy_ev=-0.5 total_charge=0
Ca -0.51 2.24 -1.56
C -0.06 0.14 0.13
O -0.20 -0.99 0.65
O -0.94 1.08 0.35
O 0.79 0.41 -0.82
C -1.57 -4.10 3.27
C -0.45 -4.13 2.24
C 0.07 -5.53 2.04
O -0.97 -3.67 0.99
H -1.91 -3.08 3.43
H -1.28 -4.52 4.23
H -2.40 -4.71 2.91
H 0.38 -3.50 2.57
H -0.74 -6.22 1.78
H 0.58 -5.89 2.94
H 0.80 -5.58 1.22
H -0.69 -2.75 0.86
C 2.44 3.48 1.41
C 1.12 3.94 0.81
C 0.81 5.38 1.11
O 1.15 3.69 -0.62
H 3.25 4.13 1.06
H 2.67 2.46 1.11
H 2.41 3.54 2.50
H 0.34 3.28 1.19
H 1.72 5.98 1.17
H 0.27 5.45 2.05
H 0.18 5.83 0.33
H 2.06 3.77 -0.93
C -2.68 -0.75 -3.59
C -3.20 0.65 -3.33
C -4.71 0.71 -3.19
O -2.58 1.17 -2.15
H -2.79 -1.36 -2.69
H -1.62 -0.72 -3.85
H -3.21 -1.23 -4.42
H -2.94 1.33 -4.15
H -4.99 1.74 -2.94
H -5.04 0.10 -2.35
H -5.19 0.40 -4.12
H -2.84 0.58 -1.40
C -3.96 0.29 2.10
C -4.07 -0.79 1.05
C -5.46 -0.97 0.49
O -3.22 -0.48 -0.06
H -2.93 0.33 2.46
H -4.57 0.09 2.99
H -4.26 1.26 1.70
H -3.71 -1.74 1.46
H -5.74 -0.11 -0.11
H -6.18 -1.11 1.30
H -5.48 -1.86 -0.14
H -2.31 -0.42 0.28
C -0.51 2.48 4.03
C -1.82 3.06 3.54
C -2.07 4.46 4.03
O -1.88 3.08 2.10
H 0.35 3.15 3.88
H -0.31 1.51 3.57
H -0.56 2.28 5.10
H -2.65 2.43 3.88
H -1.20 5.12 3.87
H -2.20 4.50 5.11
H -2.96 4.91 3.60
H -1.43 2.29 1.77
C 2.24 0.02 4.75
C 1.90 -0.37 3.33
C 2.84 -1.43 2.78
O 0.56 -0.85 3.31
H 3.05 0.75 4.79
H 2.51 -0.85 5.35
H 1.38 0.50 5.21
H 1.97 0.51 2.67
H 3.89 -1.14 2.90
H 2.65 -1.62 1.72
H 2.69 -2.38 3.32
H 0.29 -0.89 2.38
C -0.29 -3.40 -3.80
C 0.20 -2.95 -2.45
C 1.17 -3.98 -1.86
O 0.85 -1.68 -2.62
H -1.14 -2.82 -4.16
H -0.60 -4.45 -3.77
H 0.50 -3.34 -4.56
H -0.62 -2.84 -1.74
H 0.59 -4.74 -1.34
H 1.83 -3.49 -1.14
H 1.81 -4.41 -2.63
H 0.81 -1.17 -1.80
C 4.15 -1.16 -0.92
C 4.32 0.30 -0.52
C 5.69 0.84 -0.85
O 3.36 1.08 -1.23
H 4.90 -1.83 -0.49
H 4.22 -1.21 -2.01
H 3.17 -1.52 -0.63
H 4.14 0.39 0.57
H 6.47 0.13 -0.55
H 5.90 1.76 -0.30
H 5.78 0.99 -1.93
H 2.48 0.84 -0.89
C 2.55 1.25 -4.74
C 1.04 1.29 -4.82
C 0.48 0.19 -5.70
O 0.48 1.23 -3.50
H 2.91 0.35 -4.23
H 2.98 2.10 -4.21
H 2.99 1.21 -5.74
H 0.74 2.26 -5.23
H -0.60 0.26 -5.78
H 0.73 -0.80 -5.30
H 0.93 0.22 -6.69
H 0.73 0.35 -3.15



[5]
20
Properties=species:S:1:pos:R:3 method="wB97M-V/def2-TZVPD" homo_lumo_gap_ev=8.1 max_force_ev_per_a=3.9 e_homo_ev=-8.6 molar_mass_g_mol=125.2 total_energy_ev=-10971.0717 lumo_energy_ev=-0.4 total_charge=0
C 1.86 -0.02 1.49
N 0.88 -0.38 0.40
C 0.66 0.30 -0.62
C 1.25 1.64 -1.08
C -0.35 -0.25 -1.58
H 2.65 -0.82 1.42
H 2.44 0.94 1.47
H 1.27 -0.08 2.40
H 0.57 2.42 -0.68
H 1.13 1.44 -2.14
H 2.30 1.60 -0.83
H -0.73 -1.17 -1.17
H 0.14 -0.52 -2.54
H -1.21 0.46 -1.66
C -1.64 -1.83 1.03
C -2.25 -0.71 0.91
C -2.87 0.34 0.68
O -3.46 1.35 0.39
H -0.57 -1.92 0.79
H -2.08 -2.81 1.32



[6]
10
Properties=species:S:1:pos:R:3 method="wB97M-V/def2-TZVPD" homo_lumo_gap_ev="10.5 / 8.4" max_force_ev_per_a=2.9 e_homo_ev="-20.8 / -20.6" molar_mass_g_mol=122.8 s2=8.764 spin_multiplicity=6 total_energy_ev=-40805.5836 lumo_energy_ev="-10.3 / -12.2" total_charge=+2
O 1.32 0.38 0.37
C -0.21 0.61 0.04
C -0.89 -0.67 -0.42
O -0.61 -1.46 0.70
Li 2.63 1.46 -0.08
Fe 1.18 -1.30 1.14
H -0.62 1.12 0.93
H -0.32 1.38 -0.75
H -0.50 -1.02 -1.40
H -1.98 -0.50 -0.52



[7]
16
Properties=species:S:1:pos:R:3 method="wB97M-V/def2-TZVPD" homo_lumo_gap_ev=10.6 max_force_ev_per_a=1.2 e_homo_ev=-9.7 molar_mass_g_mol=99.1 total_energy_ev=-8868.3236 lumo_energy_ev=0.9 total_charge=0
C -1.40 -0.63 -1.32
C -0.28 -1.07 -0.41
C -0.68 -1.51 0.98
O 0.88 -1.04 -0.77
H -2.11 -1.45 -1.49
H -0.99 -0.30 -2.28
H -1.95 0.20 -0.85
H -1.07 -0.65 1.52
H 0.19 -1.91 1.50
H -1.48 -2.26 0.94
C 1.97 1.74 0.26
C 0.54 1.86 0.57
N -0.59 1.93 0.80
H 2.28 2.55 -0.40
H 2.55 1.79 1.18
H 2.14 0.77 -0.22



[8]
38
Properties=species:S:1:pos:R:3 method="wB97M-V/def2-TZVPD" homo_lumo_gap_ev=8.6 max_force_ev_per_a=1.2 e_homo_ev=-8.5 molar_mass_g_mol=344.4 total_energy_ev=-40192.0073 lumo_energy_ev=0.1 total_charge=0
O 2.62 -1.03 2.97
C 1.70 -1.20 2.20
N 0.90 -0.22 1.73
C 1.17 1.17 2.00
C 1.87 1.85 0.82
C 1.02 1.78 -0.41
C 1.34 1.13 -1.56
S 0.07 1.27 -2.71
C -0.83 2.21 -1.52
C -2.15 2.74 -1.80
C -2.80 3.49 -0.82
C -4.06 4.00 -1.07
C -4.69 3.76 -2.28
C -4.04 3.01 -3.26
C -2.78 2.50 -3.02
N -0.20 2.37 -0.41
C 1.32 -2.57 1.70
C 1.27 -2.87 0.34
F 1.49 -1.88 -0.55
C 1.01 -4.14 -0.14
C 0.79 -5.17 0.77
C 0.83 -4.92 2.13
C 1.10 -3.63 2.57
F 1.11 -3.40 3.89
H 0.23 -0.42 1.02
H 1.80 1.21 2.89
H 0.22 1.68 2.20
H 2.06 2.90 1.08
H 2.83 1.36 0.63
H 2.22 0.58 -1.80
H -2.30 3.67 0.12
H -4.56 4.59 -0.31
H -5.67 4.16 -2.47
H -4.53 2.83 -4.20
H -2.28 1.92 -3.77
H 0.99 -4.31 -1.20
H 0.59 -6.16 0.41
H 0.65 -5.70 2.85



[9]
122
Properties=species:S:1:pos:R:3 method="wB97M-V/def2-TZVPD" homo_lumo_gap_ev=8.6 max_force_ev_per_a=4.6 e_homo_ev=-9.6 molar_mass_g_mol=1358.9 total_energy_ev=-307492.3138 lumo_energy_ev=-1.0 total_charge=0
Cl 13.16 17.20 13.90
C 13.46 15.90 12.72
C 12.84 16.16 11.36
Cl 13.91 17.10 10.26
H 13.06 14.99 13.15
H 14.54 15.78 12.62
H 11.91 16.72 11.32
H 12.57 15.29 10.77
Cl 16.72 22.05 5.52
C 15.32 22.50 6.46
C 15.47 22.21 7.93
Cl 13.97 22.30 8.86
H 14.42 21.99 6.12
H 15.27 23.58 6.31
H 16.13 22.97 8.36
H 15.82 21.18 8.02
Cl 11.84 19.93 2.44
C 12.64 20.53 1.02
C 13.94 21.31 1.10
Cl 15.20 20.11 1.33
H 11.99 21.37 0.77
H 12.58 19.83 0.18
H 13.96 21.94 1.98
H 14.28 21.86 0.22
Cl 20.41 14.84 5.60
C 20.52 16.50 4.69
C 22.00 16.89 4.49
Cl 22.81 15.86 3.34
H 20.15 17.23 5.41
H 19.80 16.51 3.86
H 22.52 16.90 5.44
H 21.99 17.93 4.17
Cl 11.18 21.11 5.71
C 11.20 19.38 6.18
C 10.83 19.37 7.70
Cl 9.14 18.71 7.77
H 12.22 19.04 6.01
H 10.62 18.78 5.48
H 10.84 20.34 8.19
H 11.47 18.82 8.39
Cl 13.21 15.69 6.28
C 14.85 15.89 5.44
C 15.94 15.83 6.50
Cl 17.46 16.45 5.82
H 14.86 16.88 5.00
H 15.09 15.11 4.71
H 16.02 14.88 7.04
H 15.72 16.47 7.36
Cl 17.54 19.14 10.35
C 17.96 19.20 12.15
C 17.89 20.68 12.65
Cl 16.24 21.27 12.69
H 18.94 18.76 12.36
H 17.20 18.51 12.50
H 18.59 21.29 12.07
H 18.29 20.77 13.66
Cl 20.95 16.17 12.63
C 19.84 15.07 11.82
C 18.41 15.43 12.26
Cl 17.33 14.60 11.16
H 20.10 14.02 11.94
H 19.90 15.34 10.77
H 18.30 16.50 12.09
H 18.14 15.21 13.29
Cl 20.75 20.74 9.56
C 20.20 19.91 8.07
C 20.23 20.83 6.85
Cl 20.23 19.89 5.28
H 19.16 19.61 8.18
H 20.83 19.03 8.04
H 21.11 21.47 6.82
H 19.36 21.44 7.09
Cl 19.01 20.14 1.57
C 18.30 18.57 1.03
C 17.72 17.82 2.20
Cl 17.77 16.07 1.96
H 19.25 18.12 0.76
H 17.63 18.75 0.18
H 16.66 18.08 2.16
H 18.12 17.98 3.20
C 14.23 12.73 7.44
C 14.77 12.24 6.28
C 16.04 11.58 6.41
C 16.73 11.59 7.71
C 16.13 12.12 8.83
C 14.88 12.65 8.68
N 18.13 11.06 7.73
O 18.61 10.86 8.86
O 18.65 10.79 6.65
H 13.29 13.26 7.36
H 14.18 12.34 5.38
H 16.44 11.01 5.58
H 16.46 11.98 9.85
H 14.35 13.02 9.54
C 8.55 17.48 3.14
C 8.93 17.53 1.82
C 10.13 17.08 1.26
C 11.08 16.60 2.26
C 10.69 16.47 3.59
C 9.46 16.87 3.95
N 12.49 16.22 1.87
O 12.70 15.87 0.71
O 13.40 16.28 2.80
H 7.63 17.96 3.45
H 8.22 18.04 1.17
H 10.48 17.20 0.25
H 11.33 16.17 4.40
H 9.26 16.86 5.01
C 18.90 13.04 2.63
C 18.74 12.89 1.21
C 18.54 11.68 0.55
C 18.32 10.55 1.33
C 18.41 10.68 2.66
C 18.65 11.91 3.32
N 18.01 9.15 0.66
O 17.96 9.11 -0.61
O 17.69 8.16 1.35
H 19.15 14.00 3.05
H 19.00 13.77 0.63
H 18.69 11.67 -0.52
H 18.21 9.78 3.22
H 18.72 11.82 4.40